Entry 1:
Here is a structure of composition C41H49N5O2P2Ti from the OMol25 dataset. Energies are from ωB97M-V/def2-TZVPD.

Summary:
net charge	+1
lowest unoccupied orbital energy (spin up / spin down)	-3.7 / -3.7	eV
<S²>	0.75
HOMO energy (spin up / spin down)	-10.834 / -11.049	eV
strongest force on any atom	0.67	eV Å⁻¹
2S+1	2
Kohn-Sham gap (spin up / spin down)	7.131 / 7.304	eV

Each line ends with the Mulliken spin population.
Cartesian coordinates (Å):
Ti (-0.277, 1.062, -0.679)  0.87
C (-4.499, 0.252, 0.416)  0.00
C (-4.233, -0.097, -1.018)  -0.01
C (-5.091, -0.981, -1.664)  0.00
C (-4.886, -1.350, -2.980)  0.00
C (-3.821, -0.809, -3.681)  0.00
C (-2.961, 0.102, -3.078)  -0.04
C (-1.925, 0.793, -3.923)  0.00
C (-3.155, 0.436, -1.730)  0.02
N (-2.234, 1.362, -1.129)  -0.03
C (-2.773, 2.588, -0.810)  0.01
O (-3.942, 2.913, -0.821)  0.00
C (-1.703, 3.605, -0.494)  0.01
C (-1.884, 4.968, -0.359)  0.00
C (-0.749, 5.772, -0.299)  0.01
C (0.523, 5.220, -0.430)  0.00
C (0.619, 3.848, -0.553)  0.03
N (-0.476, 3.095, -0.531)  -0.03
C (1.869, 3.068, -0.891)  0.03
O (2.947, 3.620, -0.936)  0.00
N (1.594, 1.749, -1.171)  -0.06
C (2.680, 0.971, -1.712)  0.06
C (2.686, 0.682, -3.081)  0.00
C (1.707, 1.300, -4.045)  0.00
C (3.648, -0.190, -3.583)  0.00
C (4.603, -0.752, -2.757)  0.00
C (4.635, -0.396, -1.418)  0.00
C (3.698, 0.479, -0.884)  -0.04
C (3.849, 0.942, 0.535)  0.02
H (-5.245, 1.045, 0.485)  0.00
H (-3.596, 0.611, 0.906)  0.00
H (-4.871, -0.617, 0.961)  0.00
H (-5.929, -1.391, -1.113)  0.00
H (-5.561, -2.043, -3.465)  0.00
H (-3.669, -1.068, -4.722)  0.00
H (-1.612, 0.162, -4.756)  0.00
H (-1.036, 1.083, -3.365)  0.01
H (-2.333, 1.715, -4.344)  0.00
H (-2.885, 5.375, -0.338)  0.00
H (-0.858, 6.844, -0.202)  0.00
H (1.418, 5.825, -0.468)  0.00
H (2.234, 1.635, -4.938)  0.00
H (1.197, 2.163, -3.619)  0.00
H (0.953, 0.582, -4.375)  0.00
H (3.647, -0.416, -4.643)  0.00
H (5.340, -1.434, -3.159)  0.00
H (5.414, -0.785, -0.773)  0.00
H (4.523, 0.289, 1.089)  0.00
H (2.897, 0.971, 1.056)  0.01
H (4.259, 1.954, 0.552)  0.00
C (1.132, 2.274, 2.502)  0.00
P (0.044, 0.945, 1.897)  -0.04
C (1.104, -0.558, 1.978)  0.01
N (2.031, -0.609, 2.901)  0.00
C (2.955, -1.594, 2.808)  0.00
C (3.988, -1.677, 3.768)  0.00
C (4.960, -2.624, 3.628)  0.00
C (4.946, -3.524, 2.534)  0.00
C (3.954, -3.474, 1.599)  0.00
C (2.930, -2.509, 1.722)  0.00
N (1.926, -2.475, 0.814)  0.01
C (1.019, -1.541, 0.941)  -0.01
P (-0.435, -1.496, -0.186)  0.09
C (0.287, -1.342, -1.869)  0.03
C (-1.197, -3.201, -0.184)  0.01
C (-2.564, -3.060, -0.856)  0.01
C (-0.319, -4.202, -0.939)  0.00
C (-1.378, -3.669, 1.261)  0.00
C (-1.258, 0.797, 3.218)  0.00
C (-2.222, 1.974, 3.044)  0.00
C (-1.977, -0.540, 3.060)  0.01
C (-0.612, 0.848, 4.607)  0.00
H (1.669, 1.954, 3.393)  0.00
H (0.519, 3.146, 2.735)  0.00
H (1.850, 2.554, 1.734)  -0.01
H (3.985, -0.971, 4.587)  0.00
H (5.758, -2.691, 4.355)  0.00
H (5.733, -4.260, 2.447)  0.00
H (3.917, -4.154, 0.758)  0.00
H (-0.350, -1.903, -2.554)  0.01
H (1.323, -1.671, -1.939)  0.01
H (0.241, -0.318, -2.286)  -0.02
H (-2.504, -2.612, -1.852)  0.00
H (-3.234, -2.445, -0.257)  0.00
H (-3.009, -4.051, -0.965)  0.00
H (-0.249, -3.971, -2.001)  0.00
H (-0.777, -5.190, -0.853)  0.00
H (0.685, -4.250, -0.522)  0.00
H (-2.011, -2.992, 1.831)  0.00
H (-0.421, -3.784, 1.773)  0.00
H (-1.866, -4.645, 1.249)  0.00
H (-2.695, 1.985, 2.061)  0.00
H (-1.715, 2.930, 3.189)  0.00
H (-3.010, 1.907, 3.796)  0.00
H (-2.396, -0.667, 2.061)  0.00
H (-2.796, -0.594, 3.780)  0.00
H (-1.297, -1.368, 3.268)  0.00
H (-0.169, 1.819, 4.821)  0.00
H (0.155, 0.081, 4.723)  0.00
H (-1.387, 0.670, 5.356)  0.00

Cartesian forces (eV/Å) of the 2 atoms listed first:
Ti -0.4 -0.6 0.1
C 0.0 0.0 0.0

=====

Entry 2:
Here is an isolated molecule of C4H6BrNO from the OMol25 dataset. Energies are from ωB97M-V/def2-TZVPD.

Summary:
net charge	0
lowest unoccupied orbital energy	0.9	eV
HOMO energy	-8.611	eV
strongest force on any atom	3.16	eV Å⁻¹
Kohn-Sham gap	9.538	eV

Each line ends with the natural charge from an NBO analysis.
Cartesian coordinates (Å):
C (0.474, -1.420, -0.047)  -0.08
C (-0.996, -0.927, -0.340)  -0.27
C (0.911, 0.897, 0.405)  0.29
C (-1.742, -0.329, 0.552)  -0.22
N (1.399, 1.973, -0.163)  -0.80
O (1.272, -0.267, -0.360)  -0.58
Br (-3.538, 0.228, -0.050)  -0.01
H (0.898, -2.150, -0.802)  0.21
H (0.610, -1.656, 0.978)  0.19
H (-1.158, -0.852, -1.429)  0.22
H (-1.595, -0.224, 1.731)  0.26
H (1.417, 2.858, 0.432)  0.42
H (2.048, 1.869, -0.908)  0.38

Cartesian forces (eV/Å) of the 2 atoms listed first:
C -1.0 1.5 -1.9
C 2.4 -1.0 -0.9

=====

Entry 3:
Here is a cluster of 6 separate species, C30H69N9O8 in total from the OMol25 dataset. Energies are from ωB97M-V/def2-TZVPD.

Summary:
net charge	0
lowest unoccupied orbital energy	0.4	eV
HOMO energy	-8.524	eV
strongest force on any atom	1.62	eV Å⁻¹
SMILES string	CCCC[C@](O)(OC(CN)CN)[C@@H](N)CCN(CC)C(C)=O.CN(C)C=O.CN(C)C=O.CN(C)C=O.CN(C)C=O.CN(C)C=O
Kohn-Sham gap	8.949	eV

Each line ends with the Löwdin charge.
Cartesian coordinates (Å):
C (2.208, 2.572, 0.259)  -0.11
C (0.846, 3.009, -0.280)  -0.24
C (-0.364, 2.110, 0.065)  -0.18
C (-0.104, 0.660, 0.483)  -0.10
C (0.068, -0.364, -0.667)  -0.46
O (0.352, 0.293, -1.906)  0.03
O (-1.145, -1.001, -1.002)  -0.04
C (-1.612, -2.166, -0.328)  -0.33
C (-2.247, -1.832, 1.021)  -0.21
N (-3.282, -2.814, 1.425)  0.02
C (-2.593, -2.817, -1.293)  -0.22
N (-1.995, -2.878, -2.640)  0.01
C (1.255, -1.320, -0.422)  -0.30
N (1.264, -1.949, 0.909)  0.09
C (1.380, -2.379, -1.539)  -0.11
C (2.661, -2.119, -2.320)  -0.15
N (3.039, -3.138, -3.349)  -0.07
C (2.887, -2.619, -4.711)  -0.24
C (1.412, -2.489, -5.090)  -0.06
C (4.388, -3.433, -3.034)  -0.50
C (4.566, -4.395, -1.890)  0.01
O (5.356, -2.933, -3.608)  0.06
H (2.941, 3.362, 0.070)  0.07
H (2.175, 2.360, 1.331)  0.07
H (2.600, 1.679, -0.236)  0.05
H (0.924, 3.124, -1.366)  0.10
H (0.651, 4.016, 0.105)  0.10
H (-0.900, 2.585, 0.896)  0.10
H (-1.069, 2.096, -0.772)  0.11
H (-0.974, 0.341, 1.053)  0.08
H (0.732, 0.590, 1.186)  0.09
H (1.254, 0.620, -1.865)  0.09
H (-0.813, -2.893, -0.161)  0.13
H (-1.465, -1.814, 1.782)  0.09
H (-2.714, -0.849, 0.968)  0.09
H (-4.132, -2.341, 1.693)  0.06
H (-2.976, -3.343, 2.227)  0.06
H (-3.539, -2.263, -1.268)  0.11
H (-2.770, -3.848, -0.984)  0.11
H (-2.101, -1.987, -3.105)  0.07
H (-2.517, -3.547, -3.193)  0.06
H (2.136, -0.665, -0.472)  0.11
H (1.769, -1.352, 1.552)  0.06
H (1.803, -2.804, 0.857)  0.07
H (0.509, -2.330, -2.193)  0.08
H (1.443, -3.379, -1.102)  0.12
H (2.625, -1.133, -2.796)  0.13
H (3.461, -2.052, -1.575)  0.09
H (3.383, -3.319, -5.386)  0.12
H (3.400, -1.662, -4.818)  0.10
H (0.788, -2.255, -4.228)  0.05
H (1.039, -3.411, -5.541)  0.07
H (1.281, -1.678, -5.811)  0.07
H (4.693, -3.843, -0.952)  0.07
H (5.485, -4.951, -2.076)  0.09
H (3.728, -5.081, -1.801)  0.08
C (-6.211, 1.610, 3.832)  -0.05
N (-4.972, 1.407, 3.105)  -0.18
C (-4.866, 1.819, 1.715)  -0.02
C (-3.892, 0.847, 3.673)  -0.34
O (-2.840, 0.660, 3.090)  0.00
H (-7.031, 1.058, 3.366)  0.09
H (-6.478, 2.667, 3.870)  0.08
H (-6.078, 1.243, 4.848)  0.08
H (-4.632, 0.966, 1.075)  0.09
H (-4.072, 2.555, 1.590)  0.10
H (-5.811, 2.257, 1.407)  0.06
H (-4.048, 0.566, 4.728)  0.14
C (7.511, -2.178, 0.632)  -0.05
N (6.349, -1.385, 0.975)  -0.19
C (6.196, -0.881, 2.335)  -0.03
C (5.402, -1.094, 0.073)  -0.35
O (4.397, -0.441, 0.304)  0.01
H (7.554, -3.085, 1.239)  0.09
H (8.430, -1.611, 0.790)  0.09
H (7.455, -2.463, -0.417)  0.08
H (5.282, -1.256, 2.790)  0.09
H (6.149, 0.208, 2.335)  0.09
H (7.047, -1.206, 2.927)  0.09
H (5.608, -1.515, -0.928)  0.13
C (-0.006, -0.447, 4.119)  -0.06
N (1.147, -0.322, 4.991)  -0.19
C (1.362, 0.918, 5.716)  -0.04
C (2.039, -1.314, 5.140)  -0.37
O (3.033, -1.254, 5.840)  0.00
H (0.015, 0.308, 3.332)  0.07
H (-0.939, -0.326, 4.668)  0.08
H (0.001, -1.430, 3.653)  0.07
H (2.316, 1.365, 5.439)  0.09
H (1.377, 0.738, 6.791)  0.09
H (0.556, 1.606, 5.474)  0.09
H (1.787, -2.209, 4.545)  0.13
C (4.549, 2.040, -6.036)  -0.06
N (4.054, 2.981, -5.055)  -0.20
C (3.130, 4.024, -5.467)  -0.04
C (4.424, 2.935, -3.760)  -0.36
O (4.065, 3.740, -2.925)  0.01
H (5.087, 2.557, -6.834)  0.09
H (3.730, 1.472, -6.483)  0.09
H (5.234, 1.346, -5.556)  0.08
H (3.548, 5.010, -5.266)  0.09
H (2.190, 3.943, -4.921)  0.09
H (2.938, 3.923, -6.533)  0.08
H (5.114, 2.103, -3.533)  0.13
C (-10.229, 2.447, 0.730)  -0.06
N (-9.717, 3.329, 1.759)  -0.20
C (-10.621, 3.843, 2.776)  -0.04
C (-8.425, 3.697, 1.810)  -0.37
O (-7.946, 4.424, 2.656)  0.01
H (-11.006, 2.942, 0.144)  0.09
H (-10.649, 1.540, 1.168)  0.09
H (-9.419, 2.166, 0.060)  0.08
H (-10.646, 4.932, 2.751)  0.09
H (-10.293, 3.540, 3.770)  0.09
H (-11.618, 3.453, 2.590)  0.09
H (-7.825, 3.264, 0.991)  0.12

Cartesian forces (eV/Å) of the 2 atoms listed first:
C 0.0 0.0 -0.1
C 0.1 -0.1 -0.2

=====

Calculated values (kJ/mol) of relative energy (zero: lowest compared OMol25 entry of this formula, charge and spin) for the records, taken in order: 51.1, 269.3, 0.0.